This record from the OMol25 dataset describes a cluster of 2 separate species, C39H33F7N2O4S in total in a non-equilibrium geometry. The level of theory is ωB97M-V/def2-TZVPD.

Geometry (Å):
1 S 1.330 3.203 3.669
2 F -7.173 0.648 -2.431
3 F 6.023 0.298 -3.200
4 F -1.017 2.382 2.705
5 F 6.776 1.761 -1.730
6 F -5.177 1.565 -2.222
7 F -6.222 1.623 -4.169
8 F 4.615 1.376 -1.904
9 O 0.821 4.490 4.096
10 O 2.682 2.983 3.203
11 O -0.568 3.377 0.188
12 O 0.999 4.599 1.382
13 N -5.019 -1.149 -2.121
14 N 4.786 -1.237 -1.203
15 C 1.139 -1.229 -0.789
16 C -1.591 -0.040 -1.363
17 C 0.201 3.515 1.113
18 C -2.705 -0.665 0.697
19 C -5.858 -2.243 -1.797
20 C -0.329 0.132 0.768
21 C 3.372 0.008 0.341
22 C 5.850 -3.435 -1.290
23 C 2.116 0.331 0.800
24 C 0.260 2.560 2.262
25 C 0.184 0.408 7.090
26 C 5.093 -2.424 -1.910
27 C -3.878 -0.833 -1.420
28 C 5.301 -3.592 -4.029
29 C 0.727 5.722 0.493
30 C -7.935 -3.035 -0.833
31 C 6.267 -4.549 -2.017
32 C 5.849 0.783 -1.923
33 C 2.404 -1.589 -1.224
34 C 5.914 -0.352 -0.940
35 C -6.647 -4.485 -2.288
36 C 1.059 -0.037 6.096
37 C -5.706 -3.473 -2.465
38 C -0.254 1.733 7.099
39 C 0.974 2.135 5.068
40 C 4.812 -2.518 -3.282
41 C -1.530 -0.188 0.053
42 C -7.779 -4.261 -1.490
43 C -3.824 -1.046 -0.021
44 C 1.502 6.906 1.015
45 C 3.546 -0.941 -0.702
46 C 0.942 -0.256 0.257
47 C 1.484 0.838 5.090
48 C 6.018 -4.618 -3.398
49 C -5.331 -0.479 -3.394
50 C -2.738 -0.326 -2.080
51 C 0.157 2.612 6.094
52 C -6.971 -2.039 -0.968
53 C -5.974 0.846 -3.080
54 H -7.080 -1.080 -0.465
55 H -6.494 -5.449 -2.784
56 H 4.237 0.492 0.792
57 H 4.233 -1.726 -3.755
58 H 1.089 5.417 -0.501
59 H 1.411 -1.067 6.079
60 H 5.880 0.055 0.069
61 H -8.815 -2.853 -0.216
62 H -4.705 -1.457 0.475
63 H 1.994 1.101 1.566
64 H 2.573 6.688 1.059
65 H -0.730 0.353 -1.898
66 H 6.078 -3.339 -0.226
67 H -0.159 3.654 6.091
68 H 2.536 -2.350 -1.996
69 H -0.401 0.513 1.780
70 H -0.159 -0.285 7.858
71 H -0.927 2.095 7.872
72 H -0.350 5.969 0.432
73 H 5.120 -3.625 -5.107
74 H 6.406 -5.461 -3.980
75 H -2.707 -0.751 1.787
76 H 6.801 -5.364 -1.511
77 H 1.165 7.214 2.010
78 H 0.281 -1.698 -1.270
79 H -8.540 -5.043 -1.409
80 H 1.349 7.741 0.329
81 H 2.195 0.530 4.324
82 H -2.758 -0.164 -3.159
83 H -4.430 -0.306 -3.987
84 H 6.835 -0.907 -1.121
85 H -6.070 -1.090 -3.923
86 H -4.836 -3.599 -3.113

Properties
**Spin multiplicity**: 1
**LUMO**: -1.707 eV
**Energy**: -82002.9076 eV

Results of the Mulliken charge analysis, in e, for atoms 1 through 8: atom 1 (S): 1.474, atom 2 (F): -0.247, atom 3 (F): -0.252, atom 4 (F): -0.372, atom 5 (F): -0.291, atom 6 (F): -0.245, atom 7 (F): -0.287, atom 8 (F): -0.230

***

This record from the OMol25 dataset describes a structure of composition C39H33N3O3P2Pd. The level of theory is ωB97M-V/def2-TZVPD.

Geometry (Å):
1 Pd 0.286 -0.425 0.824
2 P 1.957 -1.172 -0.399
3 P -0.545 -2.169 -0.425
4 O -1.129 1.576 0.827
5 O -1.758 3.309 4.616
6 O 0.765 -2.691 2.742
7 N -0.018 0.304 3.011
8 N 1.076 -2.597 -0.839
9 N -0.744 1.477 3.068
10 C -3.563 5.613 2.495
11 C -2.405 -4.325 -0.916
12 C -1.271 -1.631 -2.040
13 C -3.376 5.061 1.221
14 C 2.045 -0.995 5.694
15 C -2.064 3.274 2.231
16 C -3.022 5.023 3.611
17 C 5.954 -2.994 1.057
18 C 3.206 -0.507 -4.330
19 C -2.342 -6.381 0.336
20 C 1.498 -3.591 -1.800
21 C -2.244 3.820 3.552
22 C 4.817 -1.409 -0.352
23 C 0.497 -0.021 4.140
24 C 3.580 -1.919 0.036
25 C 2.346 -3.368 4.345
26 C -0.695 -4.666 0.736
27 C -2.221 -0.521 -4.427
28 C 5.996 -1.945 0.150
29 C 3.050 -3.144 5.499
30 C -1.783 -0.333 -2.068
31 C 1.329 -1.161 4.502
32 C -1.222 -5.916 1.017
33 C 1.427 -2.411 3.774
34 C -1.266 -3.861 -0.258
35 C 2.308 -0.469 -2.081
36 C 4.724 -3.492 1.471
37 C 3.547 -2.958 0.972
38 C -2.938 -5.575 -0.623
39 C -2.628 3.902 1.121
40 C -1.247 -2.364 -3.228
41 C 1.576 0.667 -2.424
42 C 2.907 -1.944 6.209
43 C 2.462 0.620 -4.658
44 C -1.281 2.037 1.966
45 C -1.712 -1.814 -4.414
46 C -2.261 0.216 -3.252
47 C 1.646 1.206 -3.701
48 C 3.127 -1.045 -3.053
49 H 6.950 -1.534 -0.164
50 H 1.916 -0.057 6.230
51 H 2.584 -3.301 1.340
52 H -2.581 -0.089 -5.354
53 H -2.653 1.226 -3.254
54 H -2.756 -7.356 0.566
55 H 3.710 -1.926 -2.809
56 H 4.678 -4.281 2.212
57 H 4.864 -0.578 -1.046
58 H -4.145 6.525 2.605
59 H -3.824 -5.917 -1.148
60 H -1.777 0.251 -1.151
61 H 2.441 -4.307 3.807
62 H -3.168 5.453 4.596
63 H -0.866 -3.378 -3.225
64 H -2.885 -3.706 -1.664
65 H -2.452 3.437 0.158
66 H 0.336 0.677 4.970
67 H 0.132 -4.270 1.320
68 H 3.449 -1.765 7.129
69 H 6.873 -3.407 1.456
70 H 1.058 2.082 -3.948
71 H 2.524 -3.903 -1.579
72 H -0.948 1.977 3.957
73 H -0.768 -6.523 1.792
74 H -3.802 5.527 0.342
75 H 0.935 1.107 -1.665
76 H 1.465 -3.229 -2.835
77 H 3.722 -3.913 5.873
78 H 2.517 1.035 -5.658
79 H 0.857 -4.473 -1.720
80 H -1.674 -2.393 -5.330
81 H 3.844 -0.972 -5.074

Properties
**Spin multiplicity**: 1
**LUMO**: 4.285 eV
**Energy**: -73651.3674 eV
**Charge**: -2
**ΔE to the lowest compared entry with this formula, charge and spin**: 0.000 eV

Results of the Mulliken charge analysis, in e, for atoms 1 through 8: atom 1 (Pd): -0.647, atom 2 (P): 1.250, atom 3 (P): 0.832, atom 4 (O): -0.648, atom 5 (O): -0.996, atom 6 (O): -0.597, atom 7 (N): -0.825, atom 8 (N): 0.285

***

What is the formula in the second record?
C39H33N3O3P2Pd